(1)
{"formula": "C75H75N15", "method": "ωB97M-V/def2-TZVPD", "species": ["N", "C", "C", "C", "C", "C", "H", "H", "H", "H", "H", "N", "C", "C", "C", "C", "C", "H", "H", "H", "H", "H", "N", "C", "C", "C", "C", "C", "H", "H", "H", "H", "H", "N", "C", "C", "C", "C", "C", "H", "H", "H", "H", "H", "N", "C", "C", "C", "C", "C", "H", "H", "H", "H", "H", "N", "C", "C", "C", "C", "C", "H", "H", "H", "H", "H", "N", "C", "C", "C", "C", "C", "H", "H", "H", "H", "H", "N", "C", "C", "C", "C", "C", "H", "H", "H", "H", "H", "N", "C", "C", "C", "C", "C", "H", "H", "H", "H", "H", "N", "C", "C", "C", "C", "C", "H", "H", "H", "H", "H", "N", "C", "C", "C", "C", "C", "H", "H", "H", "H", "H", "N", "C", "C", "C", "C", "C", "H", "H", "H", "H", "H", "N", "C", "C", "C", "C", "C", "H", "H", "H", "H", "H", "N", "C", "C", "C", "C", "C", "H", "H", "H", "H", "H", "N", "C", "C", "C", "C", "C", "H", "H", "H", "H", "H"], "coordinates": [[16.7445, 17.2038, 9.9661], [16.8916, 17.9827, 8.9157], [17.8488, 18.9840, 8.8092], [18.7388, 19.1366, 9.8786], [18.6088, 18.2813, 10.9844], [17.6039, 17.3522, 10.9661], [16.2361, 17.8282, 8.0915], [17.9615, 19.5110, 7.8698], [19.5150, 19.8596, 9.8923], [19.3196, 18.2441, 11.7876], [17.4950, 16.6302, 11.7681], [16.0873, 17.2945, 14.5600], [15.7483, 16.6608, 15.7021], [16.1511, 17.0769, 16.9808], [16.9513, 18.2524, 17.1109], [17.3012, 18.9228, 15.9034], [16.7835, 18.4024, 14.6970], [15.1813, 15.6980, 15.5025], [15.7842, 16.5381, 17.8560], [17.2586, 18.7524, 18.0017], [17.8917, 19.8564, 15.7992], [17.0868, 18.9154, 13.7944], [12.0120, 25.3145, 15.7591], [11.7672, 24.0731, 16.1299], [10.5107, 23.4432, 16.0486], [9.4200, 24.1832, 15.5877], [9.7000, 25.4941, 15.0877], [10.9814, 25.9910, 15.2382], [12.6409, 23.4872, 16.5536], [10.3942, 22.4379, 16.3486], [8.3926, 23.8322, 15.5900], [8.8487, 25.9927, 14.7217], [11.1535, 27.0136, 14.8800], [11.8824, 18.3281, 15.2263], [10.9118, 19.2131, 15.0663], [10.0215, 19.2640, 13.9786], [10.2661, 18.3679, 12.9490], [11.3437, 17.4378, 13.0586], [12.1054, 17.4192, 14.2155], [10.7920, 19.9015, 15.8633], [9.3135, 20.0301, 13.9246], [9.6644, 18.3549, 12.0355], [11.6086, 16.7767, 12.2613], [12.9263, 16.7022, 14.3544], [12.4325, 21.1787, 18.9351], [13.3888, 22.1107, 19.0915], [14.5400, 22.1984, 18.3025], [14.6927, 21.3462, 17.2372], [13.5971, 20.5083, 16.8593], [12.5581, 20.3820, 17.7884], [13.2953, 22.6947, 19.9961], [15.3115, 22.8820, 18.5612], [15.5429, 21.4649, 16.5513], [13.5821, 19.8854, 15.9772], [11.7450, 19.6770, 17.6381], [11.5740, 22.8024, 9.6355], [10.6912, 23.6918, 9.1536], [9.6804, 24.2142, 9.9635], [9.5752, 23.8132, 11.3077], [10.5637, 22.9668, 11.8308], [11.5152, 22.4380, 10.9066], [10.8636, 23.9795, 8.1082], [8.9714, 24.9703, 9.6262], [8.7470, 24.2343, 11.9094], [10.6951, 22.8166, 12.8637], [12.2475, 21.6502, 11.1920], [17.4404, 25.8971, 12.0328], [18.4748, 26.1979, 12.8501], [18.7860, 27.4609, 13.3254], [17.9696, 28.4940, 12.9675], [16.8500, 28.1789, 12.0934], [16.6608, 26.9070, 11.6863], [19.0653, 25.3184, 13.1816], [19.6260, 27.6868, 13.9813], [18.2569, 29.4997, 13.2239], [16.2524, 28.9934, 11.7968], [15.8713, 26.7544, 10.9457], [18.2486, 23.7087, 7.8764], [17.4343, 22.6442, 7.9303], [16.0415, 22.6982, 7.9848], [15.4301, 23.9584, 8.0692], [16.2095, 25.1121, 8.0605], [17.5821, 24.8790, 7.9592], [17.9154, 21.6986, 7.9458], [15.4174, 21.8024, 8.0197], [14.3458, 24.0125, 8.2085], [15.7491, 26.0669, 8.2203], [18.2342, 25.7244, 7.9250], [18.7277, 29.8138, 8.1169], [18.2665, 30.6477, 7.1696], [16.9384, 30.6798, 6.7054], [16.0556, 29.7854, 7.2685], [16.5207, 28.9439, 8.2988], [17.8219, 29.0681, 8.6912], [19.0370, 31.3756, 6.7663], [16.5943, 31.4091, 5.9877], [14.9842, 29.7452, 7.0284], [15.8418, 28.1946, 8.6986], [18.2046, 28.3515, 9.4340], [16.6370, 23.8245, 15.6645], [15.7842, 24.8448, 15.8374], [16.0702, 26.1395, 16.3023], [17.3824, 26.3889, 16.6389], [18.3175, 25.3525, 16.4455], [17.8863, 24.1689, 15.8822], [14.6865, 24.5651, 15.7330], [15.2881, 26.8472, 16.2791], [17.6614, 27.3032, 17.1155], [19.3614, 25.5097, 16.6197], [18.5742, 23.4043, 15.5769], [13.4961, 27.0497, 9.9743], [13.4788, 28.2098, 10.6493], [13.4034, 28.2896, 12.0591], [13.3285, 27.0863, 12.7540], [13.2156, 25.8640, 12.1193], [13.3301, 25.9379, 10.7055], [13.5570, 29.0868, 10.0625], [13.4185, 29.2464, 12.5757], [13.2640, 27.0283, 13.8253], [13.1434, 24.9835, 12.7089], [13.1755, 25.0269, 10.1291], [10.6377, 17.9865, 9.1851], [11.6861, 17.1765, 9.2670], [12.9850, 17.6180, 9.0584], [13.2200, 18.8974, 8.6533], [12.1397, 19.7784, 8.4903], [10.9106, 19.2352, 8.8007], [11.4484, 16.1431, 9.4295], [13.7425, 16.8596, 9.1583], [14.2365, 19.2504, 8.5395], [12.2259, 20.8366, 8.2292], [10.0967, 19.9665, 8.9028], [13.3631, 14.8205, 11.1753], [14.5926, 14.8850, 11.6475], [15.5693, 13.9577, 11.3568], [15.2987, 12.9345, 10.4805], [14.0151, 12.8344, 9.9873], [13.0908, 13.7941, 10.3894], [14.7936, 15.6152, 12.4298], [16.5617, 14.0905, 11.7568], [16.0929, 12.2565, 10.2000], [13.7337, 12.0754, 9.3018], [12.0500, 13.6895, 10.1061], [14.2319, 22.7734, 12.8306], [13.8982, 21.7182, 13.5725], [14.0099, 20.4447, 13.1074], [14.6918, 20.1937, 11.9451], [15.1368, 21.2782, 11.2329], [14.8512, 22.5991, 11.6556], [13.4332, 21.9538, 14.5100], [13.5243, 19.6070, 13.6560], [14.7974, 19.1650, 11.5994], [15.7503, 21.1034, 10.3597], [15.2169, 23.4910, 11.1925], [18.6956, 21.3588, 13.2606], [18.0268, 22.3572, 12.6265], [18.6158, 23.1094, 11.6408], [19.9898, 22.8451, 11.2700], [20.5942, 21.7350, 11.8316], [19.9233, 21.1073, 12.8217], [16.9957, 22.4947, 13.0215], [18.0864, 23.9664, 11.3016], [20.4020, 23.3845, 10.4168], [21.5588, 21.4238, 11.5123], [20.3859, 20.2657, 13.3393]], "gap_ev": 9.72, "multiplicity": 1, "relative_energy_kj_mol": 104.5, "molar_mass_da": 1186.530, "total_charge": 0, "e_lumo_ev": 0.584, "e_homo_ev": -9.14}

***

(2)
{"formula": "C3H11N2O3", "method": "ωB97M-V/def2-TZVPD", "species": ["C", "C", "N", "C", "N", "H", "H", "H", "H", "H", "H", "H", "O", "H", "H", "O", "H", "H", "O"], "coordinates": [[-2.3234, 0.4079, 0.9569], [-1.5127, 1.4201, 1.3373], [-0.5677, 1.5611, 0.3510], [-0.7951, 0.6762, -0.6063], [-1.8689, -0.0201, -0.2683], [-3.2257, 0.0530, 1.4107], [-1.6274, 2.0766, 2.1741], [0.2325, 2.1878, 0.3097], [-0.3482, 0.6569, -1.5830], [-2.1151, -0.8746, -0.7535], [-0.1022, -2.9192, -0.3919], [0.9544, -1.8153, -0.5278], [-0.0084, -1.9665, -0.5053], [3.2685, -2.3350, 0.0759], [3.3473, -2.2080, -1.4514], [2.8319, -1.9306, -0.6831], [2.2789, 0.2717, -0.5674], [2.8383, 1.3510, 0.4090], [2.0483, 1.0582, -0.0527]], "gap_ev": 11.21, "multiplicity": 1, "relative_energy_kj_mol": 47.3, "molar_mass_da": 123.132, "total_charge": 1, "e_lumo_ev": -2.613, "e_homo_ev": -13.82}

***

(3)
{"formula": "C4H4N2O", "method": "ωB97M-V/def2-TZVPD", "species": ["O", "C", "C", "C", "N", "C", "N", "H", "H", "H", "H"], "coordinates": [[-2.3901, -1.3886, -0.1430], [-1.8619, -0.3095, -0.0173], [-0.3657, -0.1926, 0.0632], [0.4450, 1.0392, 0.0013], [1.5840, 0.9553, -1.0219], [1.8174, 0.4925, 0.1103], [0.4385, -1.1823, 0.1510], [-2.4546, 0.6258, 0.0517], [0.0952, 2.0455, 0.2333], [2.5711, 0.0043, 0.7170], [0.1211, -2.0895, -0.1457]], "smiles": "[H]/N=C(\\C=O)[C@H]1C=N1", "gap_ev": 9.05, "multiplicity": 1, "relative_energy_kj_mol": 377.4, "molar_mass_da": 96.089, "total_charge": 0, "e_lumo_ev": -0.703, "e_homo_ev": -9.76}

***

(4)
{"formula": "C29H44BN7OSZr", "method": "ωB97M-V/def2-TZVPD", "species": ["Zr", "C", "C", "C", "C", "N", "N", "B", "N", "N", "C", "C", "C", "C", "C", "C", "C", "C", "N", "N", "C", "C", "C", "C", "C", "C", "C", "C", "C", "C", "C", "C", "H", "H", "H", "H", "H", "H", "H", "H", "H", "H", "H", "H", "H", "H", "H", "H", "H", "H", "H", "H", "H", "H", "H", "H", "H", "H", "H", "H", "H", "H", "H", "H", "H", "H", "H", "H", "H", "H", "H", "H", "O", "N", "C", "C", "C", "C", "C", "S", "H", "H", "H", "H"], "coordinates": [[-0.4793, 0.0228, -0.6682], [4.7268, 0.0549, 0.0420], [3.5345, -0.3219, -0.7731], [3.4538, -0.5467, -2.1403], [2.1261, -0.8914, -2.3871], [1.4483, -0.8862, -1.2440], [2.3206, -0.5305, -0.2458], [1.7957, -0.5334, 1.2442], [0.8075, -1.7219, 1.4049], [-0.3632, -1.8020, 0.6737], [-0.9772, -2.9185, 1.0545], [-0.2186, -3.5699, 2.0304], [0.8966, -2.7829, 2.2241], [2.0522, -2.9829, 3.1479], [-2.2805, -3.4045, 0.4791], [-2.8485, -2.3995, -0.5105], [-3.2813, -3.6171, 1.6229], [-2.0255, -4.7411, -0.2338], [0.9936, 0.7765, 1.6315], [-0.3605, 0.8702, 1.3792], [-0.8174, 1.9233, 2.0610], [0.2449, 2.5524, 2.7053], [1.3663, 1.7864, 2.4273], [2.7650, 1.9426, 2.9273], [-2.2854, 2.2461, 2.1864], [-2.5828, 3.5735, 1.4818], [-2.5975, 2.3804, 3.6857], [-3.1456, 1.1312, 1.5974], [1.4192, -1.2216, -3.6779], [2.2343, -2.2763, -4.4303], [1.3052, 0.0448, -4.5348], [0.0227, -1.7819, -3.3762], [5.6112, 0.0679, -0.5920], [4.9000, -0.6483, 0.8567], [4.6168, 1.0474, 0.4786], [4.2668, -0.4909, -2.8461], [2.7314, -0.6456, 1.9857], [-0.4471, -4.4955, 2.5333], [1.9247, -3.9172, 3.6906], [2.1262, -2.1718, 3.8724], [2.9924, -3.0291, 2.5989], [-2.9822, -1.4105, -0.0577], [-3.8345, -2.7142, -0.8587], [-2.2174, -2.3053, -1.4030], [-3.4834, -2.6813, 2.1501], [-2.9082, -4.3382, 2.3518], [-4.2250, -3.9974, 1.2267], [-1.2768, -4.6307, -1.0223], [-2.9495, -5.1062, -0.6884], [-1.6697, -5.5021, 0.4628], [0.2033, 3.4161, 3.3497], [2.8533, 2.8648, 3.4985], [3.4857, 1.9798, 2.1122], [3.0464, 1.1136, 3.5774], [-1.9966, 4.3897, 1.9109], [-3.6397, 3.8298, 1.5866], [-2.3602, 3.5130, 0.4146], [-2.0713, 3.2242, 4.1362], [-2.3146, 1.4775, 4.2308], [-3.6683, 2.5449, 3.8248], [-3.0414, 1.0529, 0.5127], [-4.1989, 1.3413, 1.7926], [-2.9068, 0.1623, 2.0423], [3.2206, -1.8933, -4.6995], [1.7240, -2.5579, -5.3542], [2.3772, -3.1777, -3.8302], [2.2946, 0.4075, -4.8197], [0.7861, 0.8459, -4.0038], [0.7461, -0.1690, -5.4493], [0.0631, -2.5788, -2.6318], [-0.4398, -2.1791, -4.2807], [-0.6947, -1.0132, -3.0401], [0.5853, 1.6971, -1.1936], [0.0163, 2.9040, -1.4728], [0.7594, 3.9930, -1.2319], [0.2683, 5.2347, -1.5401], [-0.9999, 5.3085, -2.1253], [-1.7249, 4.1738, -2.3549], [-1.2081, 2.9093, -1.9997], [-2.0536, 1.4070, -2.1621], [1.7254, 3.7886, -0.7951], [0.8681, 6.1093, -1.3370], [-1.4184, 6.2710, -2.3950], [-2.7116, 4.2038, -2.7967]], "gap_ev": [6.31, 8.93], "multiplicity": 2, "relative_energy_kj_mol": 40.4, "molar_mass_da": 640.822, "total_charge": 1, "e_lumo_ev": [-2.481, -2.429], "e_homo_ev": [-8.79, -11.36]}